The following is a DFT calculation (wB97M-V/def2-TZVPD) of the ion C5H7N2 with charge +1 in a non-equilibrium geometry.

As for the gap between HOMO and LUMO: 10.372 eV. The total charge is +1. The HOMO energy comes out at -0.5261 hartree. The spin multiplicity is 1. As for the SMILES: C#C[C@@H]1N=CC[NH2+]1.

Atoms and positions in Å:
C: -0.016922 -2.878575 -1.492026
C: -0.039334 -1.908192 -0.726356
C: -0.265418 -1.097642 0.400006
N: -1.721243 -0.351409 0.108746
C: -1.454148 0.843174 -0.066356
C: -0.026202 1.211068 -0.114849
N: 0.565406 0.092271 0.650688
H: 0.006095 -3.552537 -2.232070
H: -0.352003 -1.653837 1.311293
H: -2.378882 1.462824 -0.077151
H: 0.249296 1.412734 -1.113835
H: 0.158293 2.199367 0.459859
H: 1.569757 -0.075158 0.465982
H: 0.484871 0.322068 1.661394

Forces on the atoms, in the same order (eV/Å):
0.0 5.4 4.2
1.0 -4.0 -2.9
-3.9 1.4 -0.4
2.0 -3.4 1.7
-1.9 1.1 0.0
-0.5 3.6 2.5
1.7 0.2 0.1
0.1 -2.2 -2.2
-0.1 -0.3 0.4
1.2 0.3 -0.6
1.0 -0.5 -1.1
-0.1 -1.6 -0.9
-0.4 0.1 -0.1
0.1 -0.1 -0.7



The following is a DFT calculation (wB97M-V/def2-TZVPD) of the ion C6H15N3 with charge +2 in a non-equilibrium geometry.

As for the gap between HOMO and LUMO: 8.668 eV. The total charge is +2. The HOMO energy comes out at -0.6668 hartree. The spin multiplicity is 1. As for the SMILES: CC(/[NH+]=C(/C)N)=[N+](C)C.

Atoms and positions in Å:
C: -0.440069 -1.947924 -0.244132
C: -0.285936 -0.483157 -0.073753
N: 0.749072 0.388117 -0.235873
C: 2.074092 0.231666 0.144350
C: 2.996566 1.291055 -0.394298
N: 2.358401 -0.915352 0.676086
N: -1.635969 0.195931 0.126118
C: -1.769762 1.627524 0.387907
C: -2.851465 -0.582500 -0.032815
H: 0.404850 -2.431397 -0.590894
H: -0.989711 -2.207957 -1.166415
H: -0.831215 -2.349376 0.601881
H: 0.303048 1.268622 -0.338113
H: 3.967944 0.884425 -0.835055
H: 3.366919 1.822679 0.472328
H: 2.544118 1.809013 -1.121013
H: 3.306210 -1.060076 0.939493
H: 1.586479 -1.527996 0.889024
H: -0.861138 2.241780 0.621429
H: -2.660183 1.713241 0.972263
H: -1.949435 2.070556 -0.526417
H: -3.130224 -0.330189 -1.148964
H: -3.675574 -0.140019 0.672679
H: -2.577011 -1.568658 0.204177

Forces on the atoms, in the same order (eV/Å):
0.9 1.8 -2.9
-7.6 2.6 0.4
-0.5 -1.1 0.9
-0.9 -0.3 -2.4
3.1 -3.4 2.9
-0.2 1.6 -0.2
7.3 -2.3 0.2
1.2 -0.4 -0.1
-1.6 3.1 -1.1
2.5 -0.9 0.2
-0.8 0.6 0.5
-1.2 -1.6 2.3
0.9 1.5 -0.4
-1.4 -0.1 0.6
-0.1 0.9 0.1
-1.8 2.4 -2.3
0.8 -0.8 0.4
0.5 -0.6 0.5
-0.7 -1.1 1.2
0.0 0.7 0.9
-1.2 1.0 -2.4
-0.1 -1.2 2.1
1.6 -1.1 -1.3
-0.7 -1.2 -0.1



The following is a DFT calculation (wB97M-V/def2-TZVPD) of a structure of composition C29H14Cl5IN6O6SW in a non-equilibrium geometry.

As for the gap between HOMO and LUMO (spin up / spin down): 6.447 / 5.749 eV. The total charge is 0. The HOMO energy (spin up / spin down) comes out at -0.2865 / -0.2875 hartree. The spin multiplicity is 3. The expectation value of S² is 2.03.

Atoms and positions in Å:
W: -0.064684 0.231028 -0.226470
O: 1.724817 -0.619464 0.412667
C: 2.391070 -1.583805 -0.010943
C: 2.005506 -2.493678 -1.017413
C: 2.914587 -3.497701 -1.394594
C: 2.556548 -4.399450 -2.350280
C: 1.289468 -4.353256 -2.959820
C: 0.390413 -3.393016 -2.598699
C: 0.717277 -2.420448 -1.617963
O: -0.165860 -1.543912 -1.296035
N: 3.504414 -5.442716 -2.745038
O: 3.162702 -6.201535 -3.630220
O: 4.601632 -5.434490 -2.223187
H: 3.361038 -1.739777 0.472885
H: 3.891933 -3.558454 -0.934530
H: 1.048141 -5.090737 -3.711839
H: -0.590100 -3.346063 -3.051501
Cl: 1.292475 3.805033 1.583796
C: 0.127889 3.844814 0.295119
C: -0.110430 2.714741 -0.518041
C: -0.915430 3.052460 -1.586616
Cl: -0.672423 1.463354 -2.682742
C: -1.609170 4.212486 -1.850097
Cl: -2.753114 4.331575 -3.130556
C: -1.382606 5.272577 -0.983949
Cl: -2.179380 6.777484 -1.214913
C: -0.477113 5.084680 0.065880
Cl: -0.124286 6.433665 1.080613
N: -2.064822 1.062578 2.494889
C: -0.749636 1.075599 2.801177
N: 0.235580 1.082732 1.932673
C: 1.474831 1.180651 2.617030
C: 2.728352 1.452285 2.065854
C: 3.825333 1.550832 2.897472
C: 3.704786 1.413443 4.282152
C: 2.462757 1.227376 4.850482
C: 1.364277 1.132492 4.003720
S: -0.307061 1.061808 4.473110
H: -2.288218 0.801281 1.550149
H: -2.701649 0.678838 3.181197
H: 2.833245 1.630369 1.008624
H: 4.794005 1.764728 2.465295
H: 4.579487 1.495884 4.912689
H: 2.337872 1.177803 5.923759
N: -0.939543 -1.160340 1.106283
C: -1.667895 -1.904402 1.634043
N: -2.526217 -2.639671 2.226831
C: -3.389968 -1.909695 2.933585
N: -4.124415 -1.250583 3.539379
I: -5.394926 -2.486891 -0.393855
C: -3.902181 -1.208512 -1.071962
C: -3.534268 -0.124903 -0.316035
C: -2.513824 0.746442 -0.769829
C: -1.941664 0.436789 -1.999415
C: -2.328857 -0.632151 -2.805993
C: -3.316553 -1.453310 -2.330735
C: 0.583105 0.554145 -2.414004
O: -1.005975 1.924922 -4.027802
O: 1.801216 0.463880 -2.531154
H: -4.041400 0.073807 0.620954
H: -2.407803 1.739707 -0.349173
H: -1.849715 -0.773555 -3.765182
H: -3.663562 -2.289793 -2.921742

Forces on the atoms, in the same order (eV/Å):
0.7 0.3 -0.1
0.0 0.5 -0.1
0.0 0.0 0.0
0.0 0.0 0.0
0.0 0.0 0.0
-0.1 -0.1 0.1
0.0 0.0 0.0
0.0 0.0 0.0
0.0 0.0 0.0
0.0 -0.4 0.1
0.2 0.4 -0.5
-0.1 -0.2 0.2
-0.1 -0.1 0.2
0.0 0.0 0.0
0.0 0.0 0.0
0.0 0.0 0.0
0.0 0.0 0.0
-0.3 0.6 -0.2
0.2 -0.2 0.1
-0.3 0.2 0.2
-0.6 -0.2 -0.1
-0.9 2.2 -1.6
0.3 0.1 0.2
0.0 0.0 0.0
0.0 0.0 -0.1
0.0 0.0 0.0
0.0 0.1 0.0
0.0 0.0 0.0
0.2 0.2 0.0
-0.2 -0.1 0.0
0.0 -0.1 -0.1
0.0 -0.1 0.1
0.1 -0.5 0.0
0.0 0.0 -0.1
0.0 0.0 0.0
0.0 0.0 0.0
0.0 -0.1 -0.1
0.0 0.0 0.0
0.0 0.0 0.1
-0.1 0.0 0.0
0.0 -0.2 -0.1
0.0 0.0 0.0
0.0 0.0 0.0
0.0 0.0 0.0
0.3 -0.5 -0.2
-0.2 0.3 -0.1
0.0 0.0 0.1
0.1 -0.1 0.0
0.0 0.0 0.0
0.0 0.0 0.0
0.0 -0.1 -0.1
0.1 0.1 0.0
-0.7 0.1 -0.2
0.8 0.1 0.2
0.0 0.0 0.2
-0.1 0.0 0.0
1.4 -3.1 2.4
-0.2 0.2 -0.1
-0.4 0.8 -0.7
0.0 0.0 0.0
0.1 -0.1 0.1
0.0 0.0 0.0
0.0 0.0 0.0



The following is a DFT calculation (wB97M-V/def2-TZVPD) of the ion C2H5N4 with charge +1 in a non-equilibrium geometry.

As for the gap between HOMO and LUMO (spin up / spin down): 8.020 / 8.019 eV. The total charge is +1. The HOMO energy (spin up / spin down) comes out at -0.5012 / -0.5012 hartree. The spin multiplicity is 1. As for the SMILES: [H]/N=N/C=C\N=[NH2+].

Atoms and positions in Å:
H: -0.239636 1.050971 -2.863189
N: 0.175499 1.342911 -1.966317
N: 0.921564 0.624594 -1.409546
C: 1.445588 0.133545 -0.382262
C: 0.549281 -0.367787 0.623106
N: -0.706261 -0.113909 0.449275
N: -1.625233 -0.488885 1.265993
H: 2.513731 -0.011717 -0.313171
H: 0.975536 -0.939900 1.442889
H: -1.437947 -0.997585 2.127314
H: -2.572123 -0.232238 1.025908

Forces on the atoms, in the same order (eV/Å):
0.3 -0.6 0.0
-0.5 1.7 -0.1
0.0 -0.4 -1.2
0.1 -0.6 1.1
0.1 -0.3 0.4
-0.1 0.0 -0.2
0.0 -0.1 0.2
0.1 0.2 -0.2
-0.1 0.0 0.0
0.0 0.1 -0.2
0.1 -0.1 0.1



Table of energy above the lowest of the compared OMol25 structures with the same formula, charge and spin (kJ/mol), in record order: 462.1; 284.7; 1394.1; 281.9